No. 1
21
Properties=species:S:1:pos:R:3 method="wB97M-V/def2-TZVPD" total_charge=+1
C 1.192 0.228 1.840
C 1.806 -0.834 -0.347
C -1.812 1.245 0.001
C 0.871 -0.864 0.816
N -0.033 -1.787 0.999
N -1.100 0.140 -0.754
N -1.101 0.647 -2.095
H 1.333 1.294 1.411
H 2.240 -0.116 2.114
H 0.472 0.341 2.600
H 1.673 -1.553 -1.158
H 1.795 0.235 -0.771
H 2.731 -1.025 0.198
H -1.423 1.132 1.027
H -1.395 2.142 -0.425
H -2.914 1.239 -0.040
H -0.643 -1.894 1.825
H -0.164 -2.588 0.258
H -0.648 1.620 -2.285
H -0.798 -0.167 -2.675
H -2.083 0.564 -2.540



No. 2
98
Properties=species:S:1:pos:R:3 method="wB97M-V/def2-TZVPD" total_charge=+1
C 2.595 1.711 4.522
C 2.267 2.375 3.175
O 1.906 1.375 2.198
C 0.548 1.371 1.885
C 0.142 1.936 0.464
C 1.336 1.925 -0.500
C 2.235 3.145 -0.231
C 3.203 3.406 -1.416
S 3.965 1.893 -2.042
C 3.955 2.162 -3.804
S 4.098 3.644 -4.456
N 3.843 0.968 -4.518
C 3.615 1.171 -5.953
C 3.374 -0.212 -6.624
O 3.809 -1.282 -5.799
C 5.120 -0.965 -5.386
C 5.106 0.198 -4.373
C -1.162 1.148 0.113
C -1.386 1.174 -1.418
C -1.764 2.482 -2.152
C -1.263 3.848 -1.729
O 0.037 4.127 -2.245
C -2.362 1.935 0.687
C -3.645 1.761 0.209
C -4.716 2.427 0.736
C -4.460 3.282 1.772
N -3.257 3.521 2.260
C -2.259 2.845 1.709
N -0.920 -0.261 0.699
C -1.997 -0.939 1.493
Cl -3.507 -1.303 0.578
C -2.458 -0.280 2.807
C -2.944 -1.370 3.788
P -0.378 -1.525 -0.490
O 0.014 -2.762 0.182
O -1.482 -1.790 -1.581
O 0.851 -0.975 -1.299
C 0.340 -0.150 1.533
C 0.582 -1.063 2.742
H 2.533 0.628 4.464
H 3.612 1.937 4.841
H 1.944 2.108 5.301
H 1.520 3.165 3.255
H 3.183 2.837 2.806
H -0.131 1.592 2.709
H 0.008 2.996 0.667
H 1.072 1.995 -1.554
H 1.995 1.067 -0.387
H 1.652 4.063 -0.139
H 2.864 2.999 0.645
H 3.941 4.142 -1.100
H 2.613 3.874 -2.202
H 4.481 1.638 -6.433
H 2.721 1.773 -6.086
H 3.966 -0.239 -7.546
H 2.321 -0.340 -6.861
H 5.742 -0.712 -6.254
H 5.548 -1.861 -4.939
H 5.201 -0.197 -3.363
H 5.949 0.862 -4.604
H -0.545 0.738 -1.962
H -2.204 0.473 -1.612
H -1.450 2.361 -3.191
H -2.849 2.557 -2.228
H -1.325 4.061 -0.659
H -1.936 4.582 -2.188
H 0.140 5.080 -2.324
H -3.819 1.063 -0.596
H -5.713 2.265 0.362
H -5.300 3.815 2.208
H -1.285 3.070 2.124
H -1.697 -1.940 1.778
H -3.332 0.330 2.594
H -1.695 0.306 3.315
H -3.724 -1.933 3.277
H -3.428 -0.888 4.633
H -2.157 -2.058 4.092
H -1.724 -2.726 -1.493
H 1.575 -1.614 -1.218
H 1.266 -0.298 0.981
H 0.146 -0.660 3.658
H 0.224 -2.085 2.626
H 1.651 -1.131 2.917
C -1.849 -7.200 2.049
C -1.303 -5.867 1.518
C -2.496 -4.917 1.367
S -3.714 -5.434 2.580
O -4.878 -5.919 1.890
O -3.801 -4.425 3.608
C -2.790 -6.836 3.195
H -1.049 -7.859 2.385
H -2.401 -7.715 1.261
H -0.590 -5.454 2.236
H -0.777 -5.991 0.573
H -2.222 -3.885 1.564
H -2.950 -4.999 0.380
H -3.477 -7.634 3.464
H -2.233 -6.508 4.073



One value per record, in order, for DFT total energy: -8835.371; -107113.858 eV.
One value per record, in order, for energy relative to the best compared isomer or geometry (same formula, charge and spin): 107.3; 0.0 kcal/mol.